328
Properties=species:S:1:pos:R:3 method="wB97M-V/def2-TZVPD" energy_ha=-15693.8019 e_lumo_ev=-11.5598 orbital_gap_ev=0.600 charge=+6 spin_multiplicity=1
H -8.370 3.657 3.539
F 4.284 1.105 -4.115
H 5.563 2.231 -9.036
H -4.205 -2.376 5.915
C 9.699 4.122 -0.615
C 4.657 -0.142 -9.222
H -9.407 2.925 2.393
H 4.467 -1.180 -8.830
H -5.071 -3.814 -8.354
C 2.503 0.593 -1.417
H -6.532 4.650 -0.847
H -7.732 0.742 4.612
C -7.993 -0.203 5.110
H -2.761 6.811 -7.324
C 0.690 7.957 -4.620
H -2.651 -9.883 4.629
C -9.201 5.092 2.098
F 3.595 -1.182 3.959
H 5.907 1.512 -10.658
C -5.745 -1.161 4.790
H -11.361 3.861 3.344
F 3.550 3.285 -3.223
H -5.991 8.797 -0.863
H -4.059 -10.026 -5.152
C 11.815 4.832 0.442
C -7.029 -1.947 6.609
H -5.690 -9.372 -5.442
H -10.459 4.811 4.625
C -9.303 3.847 2.978
H 4.297 -3.528 -0.374
C 4.117 0.233 7.223
C 11.600 2.460 -0.385
H 4.502 0.560 8.162
H 1.813 10.503 -4.211
H -0.136 1.968 0.271
C 1.809 1.896 -0.898
H 6.370 5.551 8.522
H -5.702 1.095 5.964
C 6.545 -0.047 -7.704
H 4.079 11.145 -4.850
C -2.903 -6.824 -4.242
H -7.096 4.070 -3.326
H -7.372 4.422 1.332
C -7.701 -11.391 4.215
H -3.927 -0.589 5.716
C 9.997 5.050 -1.801
H -9.532 7.433 0.660
H -10.643 3.071 4.656
H 3.123 7.376 -5.654
H 6.233 -6.527 0.628
H 3.710 -4.079 1.162
H 4.867 -0.040 6.516
H -4.288 2.306 -2.028
H -4.222 -8.112 -6.930
H 3.440 0.552 -0.811
H 2.520 -7.101 -1.456
H 1.363 2.544 -1.698
H -8.707 0.043 10.075
H -7.196 5.639 2.588
C 2.687 1.075 5.489
H -0.134 -7.163 -5.854
C 0.955 3.652 8.631
N 4.482 -5.589 -0.068
H 2.630 4.098 7.296
H -5.378 -0.122 7.276
H -5.723 -3.567 -6.721
H -2.918 -7.709 -3.654
F -5.871 1.766 2.263
H 11.789 2.821 -1.433
C 6.362 4.177 6.835
H 8.920 4.745 0.035
H 9.687 4.071 1.936
O 1.341 -6.171 -0.035
F 1.963 1.852 -4.325
H -3.006 0.247 -3.194
O 8.805 0.487 -10.248
F -0.426 -4.450 -4.960
H 3.436 0.830 4.710
H 2.942 8.392 -7.126
H -1.854 1.358 -3.707
H -1.630 -2.250 -0.678
H -5.642 6.378 -0.116
H -2.711 -12.611 3.184
H 7.260 1.845 -9.477
H -3.124 3.333 -2.898
H 2.064 6.743 -3.367
C 8.288 -0.781 -10.003
C -0.648 0.254 -1.736
C -6.347 8.529 0.137
H 6.488 -0.528 -11.003
H 7.017 3.845 6.017
H -18.438 3.466 -1.388
H -8.056 6.833 -1.401
H -7.746 -1.655 7.349
F 5.304 -0.127 2.474
C 2.389 7.896 -6.288
F 2.715 3.911 -5.381
C 4.547 2.628 6.258
H -0.217 8.499 -4.400
O -7.711 0.341 8.330
H 6.000 0.607 -7.026
H -1.918 -2.497 1.889
F -4.518 2.835 0.429
C -8.528 0.839 9.342
C -1.878 1.131 -1.542
C -7.758 5.374 1.676
H 12.543 4.581 1.170
H 9.643 0.340 -10.752
C -1.164 -2.994 1.337
H 3.130 2.086 8.654
H -3.812 -9.172 7.568
H -0.290 -3.069 1.980
F 1.658 -3.085 -4.486
H -0.024 0.543 -2.548
C -2.794 -9.484 7.524
H -8.088 9.769 0.690
H -2.363 -9.937 8.391
H -6.256 -2.006 4.324
H -4.123 -11.680 3.631
H 8.530 -1.466 -10.784
O 10.850 4.391 -2.674
H -4.920 -11.017 7.297
As 0.605 -4.220 -3.526
H 0.894 -6.028 -0.857
H 10.463 5.982 -1.430
H -2.160 -9.301 -5.226
O -4.740 -5.388 -7.040
C 10.299 3.270 1.590
H -9.247 -0.483 3.475
H 1.614 8.394 -2.700
H 8.588 -1.081 -9.007
H -8.005 3.933 -1.079
C -3.040 -11.585 3.708
H 1.788 7.139 -6.843
C -2.477 -10.958 4.907
F 3.427 1.670 -6.309
H 9.009 5.394 -2.210
H 3.347 -1.686 6.803
C -6.118 0.397 6.680
C -5.766 -10.662 5.525
C -0.859 -2.184 0.093
H 7.684 4.249 8.595
F 5.067 3.247 -5.158
H -6.267 1.829 8.095
C -2.517 -12.069 7.143
H -0.008 -2.687 -0.371
H -7.008 5.774 -3.260
N 3.540 1.585 6.663
H -0.430 -12.145 8.258
C 5.801 -5.525 0.689
H -8.241 -10.458 4.847
H 3.974 3.334 5.718
C 2.455 9.786 -4.779
H -1.151 -13.275 6.500
F 1.657 -3.896 -2.226
H 3.434 -6.655 1.524
H 3.833 -5.704 -1.944
H -5.530 -9.703 5.162
H -9.139 -1.966 4.592
H 0.154 2.860 8.820
N 0.265 0.073 -0.579
F -3.927 0.644 1.385
H 3.102 11.078 -6.353
C -3.492 -5.085 -6.485
H -2.775 -10.851 2.923
N 6.121 0.174 -9.121
C 12.863 2.060 0.323
H -1.399 -10.974 5.066
C 1.319 7.526 -3.254
H -1.663 -3.947 1.071
C -7.477 4.842 -1.344
H 2.914 9.139 -4.023
H -1.240 6.739 -8.237
H -0.980 -0.741 -2.036
C 7.116 4.946 7.965
H 12.954 1.073 -0.196
C -6.980 1.230 7.545
H -7.652 1.861 6.958
H -4.234 2.300 -3.832
C 2.363 -7.115 -0.358
C 11.198 5.255 -3.751
H 1.569 3.740 9.523
C -6.200 7.056 0.543
H 0.368 4.601 8.466
F 4.204 -1.194 0.516
H 6.419 -1.852 -9.760
F 2.530 -2.104 1.982
C 5.458 3.060 7.410
H 2.799 -4.360 -0.341
C -2.552 -6.278 -6.651
O -1.299 8.183 -6.826
C -4.355 -1.532 5.252
N -3.232 -11.358 6.282
H -9.804 4.899 1.227
H 10.894 1.656 -0.317
H 12.238 5.040 -0.500
C -8.165 6.040 -0.683
H 4.095 0.627 -8.746
H -2.596 0.756 -0.780
F -0.317 -5.338 -2.567
F -4.311 3.754 2.747
H 11.243 5.731 0.742
C -4.787 -11.337 6.289
C 2.567 2.086 7.731
H -1.541 -6.000 -6.533
H -4.758 -8.822 -4.082
H 2.121 -8.159 -0.067
C 1.546 -0.595 -1.076
H 0.479 7.012 -2.748
H -7.488 -2.691 5.899
H -0.688 9.622 -8.152
H -0.490 -14.801 4.247
N -6.747 -0.743 5.841
C 1.873 3.351 7.428
C -8.561 -1.108 4.060
H 9.874 1.161 1.342
H -3.039 -4.231 -6.973
H -7.951 1.646 9.885
C -7.860 8.849 0.222
C 0.713 9.622 -6.606
H 12.719 1.922 1.330
H 0.998 0.028 6.314
H 5.226 2.111 5.570
H 4.256 9.807 -5.947
H -3.041 -12.156 8.193
F -2.436 2.423 1.873
C 2.964 -0.731 7.145
H 0.222 10.406 -6.036
H -5.636 -0.401 4.039
H 1.440 -1.301 -1.909
H -1.610 2.177 -1.320
H -5.788 9.089 0.882
H 11.188 3.047 2.248
H -9.568 5.999 2.617
H -3.822 -1.767 4.347
H 2.579 0.727 -2.489
C -1.966 7.412 -7.731
H 9.046 3.315 -0.863
C 3.689 -6.809 0.440
F -3.787 1.445 3.614
C -5.550 -4.326 -7.501
As 3.479 2.512 -4.720
H -7.942 -1.536 3.305
C -0.457 -8.089 -5.376
H 7.745 5.681 7.458
C -7.545 4.929 -2.816
H -6.619 -10.507 6.201
C 2.060 -0.238 5.981
C -2.577 1.222 -2.897
C 6.232 1.572 -9.629
C 9.365 2.087 1.661
H -3.807 -6.302 -4.099
H 8.435 2.100 1.030
H -2.680 -6.856 -7.590
H -8.286 8.816 -0.753
H 6.366 -1.028 -7.317
C -0.464 -0.765 0.428
H -6.078 -2.377 6.946
H -0.425 -7.972 -4.287
H 5.325 -4.948 -1.895
C -4.662 -9.102 -5.124
H 1.782 -9.618 -2.698
As 3.927 -1.181 2.242
F 2.883 0.220 2.057
H -8.479 7.825 2.038
C -4.299 -7.898 -5.920
H 0.280 8.247 -8.138
H -6.530 -4.738 -7.760
C 3.764 -4.313 0.117
H -9.299 5.891 -0.698
H -1.427 -0.295 0.738
H 4.786 3.421 8.230
H 2.472 2.533 -0.386
H -8.601 0.148 5.917
H 4.393 -0.296 -10.270
C -3.650 2.323 -2.916
H 5.654 4.809 6.247
F 4.943 -2.624 2.293
H 7.607 0.102 -7.603
H 10.336 5.452 -4.386
H 9.193 1.870 2.724
C -10.449 3.926 4.013
H -8.218 -12.353 3.056
H 1.120 0.995 1.018
C 3.507 10.531 -5.525
H -2.072 -9.033 6.848
H -5.854 6.966 1.559
H 1.953 1.778 5.132
C -0.279 8.904 -7.445
H 0.143 -0.765 1.321
H -8.592 5.003 -3.107
C 6.794 -0.818 -9.965
N -7.643 6.459 0.636
F -0.445 -2.965 -3.059
H -1.940 -8.835 -6.851
H -4.909 -12.423 6.246
H -5.089 -7.174 -5.648
H 6.363 -4.730 0.246
H 13.635 2.661 -0.032
As -4.174 2.141 2.058
H 11.644 6.162 -3.361
H 0.368 7.077 -5.259
N -2.862 -7.304 -5.631
O -6.503 -11.665 4.524
H 5.943 2.141 7.761
H -9.429 1.338 8.908
C -1.909 -8.436 -5.814
N 10.859 3.669 0.237
H 1.846 -1.208 -0.204
H 2.435 -0.899 8.065
H 1.456 10.030 -7.260
F 1.627 -5.597 -3.871
H -2.395 8.042 -8.523
H -3.530 -4.801 -5.440
H 1.223 3.328 6.515
H 5.575 -5.157 1.660
H -2.050 -6.240 -4.013
C -1.087 -12.417 7.365
H 2.014 -0.940 5.147
H 0.270 -8.851 -5.611
C 0.706 1.359 0.054
N 1.570 8.821 -5.566
C 4.786 -5.754 -1.493
C -8.509 7.693 0.952
H 12.002 4.798 -4.306
H 4.438 -7.583 0.435
H 5.306 -6.705 -1.612
H 1.912 1.278 7.883